Entry 1:
{"formula": "C48H142N8O27", "method": "ωB97M-V/def2-TZVPD", "elements": ["O", "H", "H", "O", "H", "H", "O", "H", "H", "O", "H", "H", "O", "H", "H", "O", "H", "H", "O", "H", "H", "O", "H", "H", "O", "H", "H", "O", "H", "H", "O", "H", "H", "C", "O", "C", "C", "N", "C", "C", "O", "C", "H", "H", "H", "H", "H", "H", "H", "H", "H", "H", "H", "H", "H", "H", "H", "C", "O", "C", "C", "N", "C", "C", "O", "C", "H", "H", "H", "H", "H", "H", "H", "H", "H", "H", "H", "H", "H", "H", "H", "C", "O", "C", "C", "N", "C", "C", "O", "C", "H", "H", "H", "H", "H", "H", "H", "H", "H", "H", "H", "H", "H", "H", "H", "C", "O", "C", "C", "N", "C", "C", "O", "C", "H", "H", "H", "H", "H", "H", "H", "H", "H", "H", "H", "H", "H", "H", "H", "C", "O", "C", "C", "N", "C", "C", "O", "C", "H", "H", "H", "H", "H", "H", "H", "H", "H", "H", "H", "H", "H", "H", "H", "C", "O", "C", "C", "N", "C", "C", "O", "C", "H", "H", "H", "H", "H", "H", "H", "H", "H", "H", "H", "H", "H", "H", "H", "C", "O", "C", "C", "N", "C", "C", "O", "C", "H", "H", "H", "H", "H", "H", "H", "H", "H", "H", "H", "H", "H", "H", "H", "C", "O", "C", "C", "N", "C", "C", "O", "C", "H", "H", "H", "H", "H", "H", "H", "H", "H", "H", "H", "H", "H", "H", "H"], "positions_angstrom": [[0.18, 0.46, 4.35], [0.91, 0.66, 4.93], [-0.37, -0.14, 4.85], [1.62, -4.74, -2.43], [1.98, -5.07, -1.61], [0.68, -4.84, -2.34], [-1.95, -2.18, -2.72], [-1.20, -1.69, -2.38], [-2.02, -1.92, -3.63], [-1.11, -1.53, 6.27], [-1.63, -2.11, 5.70], [-0.96, -2.05, 7.06], [-1.07, -4.71, -2.08], [-1.24, -3.83, -2.41], [-1.70, -4.83, -1.37], [-2.24, 5.84, -4.67], [-1.53, 6.10, -4.07], [-1.87, 5.98, -5.54], [-2.17, -3.57, 4.82], [-1.60, -4.28, 4.52], [-3.04, -3.97, 4.87], [2.12, 2.28, 0.02], [1.45, 2.37, -0.66], [1.63, 2.12, 0.83], [0.03, 6.36, -2.95], [0.93, 6.02, -2.90], [0.05, 7.15, -2.41], [0.02, 1.06, 1.67], [0.02, 1.11, 2.62], [0.03, 0.12, 1.48], [0.74, 0.57, -6.44], [0.58, -0.33, -6.15], [1.49, 0.50, -7.02], [-3.18, 2.55, -4.79], [-2.94, 1.43, -5.71], [-3.61, 0.30, -5.26], [-3.22, -1.00, -5.98], [-1.98, -1.44, -5.41], [-1.57, -2.78, -5.83], [-0.17, -3.14, -5.29], [0.83, -2.45, -6.04], [2.15, -2.81, -5.76], [-3.19, 2.29, -3.73], [-4.16, 2.99, -4.98], [-2.44, 3.35, -4.84], [-4.67, 0.45, -5.46], [-3.41, 0.10, -4.21], [-3.23, -0.79, -7.05], [-4.02, -1.73, -5.85], [-1.30, -0.74, -5.65], [-1.49, -2.75, -6.92], [-2.32, -3.51, -5.53], [-0.08, -4.23, -5.38], [-0.06, -2.96, -4.22], [2.82, -2.15, -6.30], [2.23, -3.88, -5.95], [2.42, -2.74, -4.70], [-0.30, -2.30, 2.26], [0.04, -1.60, 1.10], [0.54, -2.45, 0.07], [1.27, -1.71, -1.11], [0.30, -0.84, -1.73], [1.01, -0.07, -2.74], [0.08, 1.12, -3.10], [0.27, 2.05, -2.09], [-0.55, 3.19, -2.20], [-0.88, -3.21, 2.11], [-0.95, -1.69, 2.90], [0.56, -2.48, 2.90], [-0.30, -3.02, -0.32], [1.18, -3.20, 0.54], [1.70, -2.52, -1.70], [2.05, -1.05, -0.71], [0.09, -0.09, -1.09], [1.08, -0.68, -3.64], [1.98, 0.25, -2.37], [-0.96, 0.82, -3.19], [0.43, 1.55, -4.04], [-1.56, 2.80, -2.08], [-0.54, 3.70, -3.16], [-0.27, 3.94, -1.46], [7.79, -3.44, 0.32], [6.93, -2.31, 0.18], [7.18, -1.26, 1.16], [6.17, -0.11, 0.79], [6.60, 0.48, -0.41], [5.85, 1.60, -0.85], [5.96, 1.73, -2.44], [5.79, 0.46, -3.14], [4.49, 0.06, -3.16], [8.84, -3.17, 0.42], [7.88, -4.08, -0.55], [7.33, -4.06, 1.09], [8.23, -0.98, 1.18], [6.97, -1.61, 2.17], [6.13, 0.57, 1.64], [5.17, -0.51, 0.59], [6.81, -0.15, -1.18], [6.23, 2.54, -0.46], [4.79, 1.47, -0.66], [7.00, 2.05, -2.50], [5.41, 2.58, -2.84], [4.33, -0.33, -2.15], [4.35, -0.77, -3.85], [3.73, 0.80, -3.41], [-5.08, 3.72, -0.37], [-5.26, 4.80, -1.33], [-4.06, 5.40, -1.76], [-3.32, 6.26, -0.77], [-4.13, 7.42, -0.46], [-3.33, 8.31, 0.35], [-4.23, 9.43, 0.89], [-5.34, 8.92, 1.57], [-5.16, 8.46, 2.89], [-4.35, 2.95, -0.58], [-6.07, 3.26, -0.29], [-4.87, 4.10, 0.63], [-4.27, 6.00, -2.64], [-3.44, 4.58, -2.11], [-2.39, 6.66, -1.19], [-3.07, 5.77, 0.17], [-4.95, 7.30, 0.11], [-2.49, 8.73, -0.21], [-2.90, 7.75, 1.17], [-4.57, 9.95, 0.00], [-3.58, 10.16, 1.37], [-5.02, 9.31, 3.55], [-4.31, 7.77, 2.92], [-6.02, 7.85, 3.15], [3.93, -4.10, 2.09], [3.74, -3.88, 3.49], [2.50, -4.34, 4.06], [2.94, -5.64, 4.66], [1.87, -6.36, 5.38], [1.35, -5.61, 6.56], [2.45, -5.27, 7.65], [3.17, -6.44, 8.01], [4.44, -6.15, 8.63], [3.98, -5.11, 1.67], [4.76, -3.53, 1.68], [3.08, -3.65, 1.57], [1.66, -4.44, 3.37], [2.24, -3.57, 4.79], [3.81, -5.53, 5.31], [3.29, -6.33, 3.89], [2.17, -7.25, 5.75], [0.62, -6.32, 6.95], [0.73, -4.74, 6.32], [1.97, -4.87, 8.54], [3.07, -4.46, 7.27], [4.88, -7.01, 9.13], [4.25, -5.39, 9.39], [5.05, -5.61, 7.91], [3.53, 3.24, -5.66], [3.69, 4.15, -4.58], [2.80, 3.85, -3.53], [3.14, 4.74, -2.28], [2.72, 6.10, -2.53], [2.75, 6.90, -1.33], [2.39, 8.39, -1.68], [0.99, 8.64, -1.75], [0.64, 9.95, -1.92], [4.10, 3.65, -6.49], [2.49, 3.10, -5.96], [3.84, 2.22, -5.42], [2.81, 2.78, -3.33], [1.75, 4.01, -3.78], [4.19, 4.72, -1.96], [2.65, 4.39, -1.37], [3.21, 6.57, -3.27], [3.73, 6.88, -0.86], [2.07, 6.56, -0.54], [2.83, 8.65, -2.64], [2.85, 9.11, -1.01], [1.20, 10.64, -1.30], [-0.39, 10.08, -1.59], [0.78, 10.07, -3.00], [-7.46, 0.02, 1.17], [-6.40, -0.01, 2.17], [-5.11, -0.40, 1.76], [-4.01, -0.49, 2.88], [-3.99, 0.82, 3.50], [-3.16, 0.85, 4.76], [-4.05, 0.49, 5.95], [-4.94, 1.51, 6.32], [-5.98, 1.10, 7.18], [-7.34, 0.83, 0.45], [-8.45, 0.05, 1.62], [-7.42, -0.94, 0.64], [-4.75, 0.27, 0.98], [-5.19, -1.42, 1.40], [-3.04, -0.79, 2.47], [-4.20, -1.33, 3.55], [-4.97, 0.92, 3.73], [-2.63, 1.80, 4.89], [-2.29, 0.20, 4.70], [-3.50, 0.34, 6.88], [-4.55, -0.43, 5.68], [-6.56, 0.24, 6.84], [-6.68, 1.89, 7.46], [-5.65, 0.72, 8.14], [3.05, -7.46, -0.77], [2.29, -6.51, 0.01], [1.43, -7.05, 0.96], [0.03, -6.46, 0.74], [-0.94, -7.26, 1.53], [-2.36, -7.08, 1.13], [-3.06, -5.77, 1.35], [-2.66, -4.87, 0.39], [-3.28, -3.56, 0.59], [3.62, -6.91, -1.52], [2.40, -8.21, -1.21], [3.71, -8.09, -0.17], [1.74, -6.57, 1.89], [1.43, -8.13, 1.01], [-0.26, -6.53, -0.31], [-0.01, -5.39, 0.97], [-0.76, -8.24, 1.35], [-2.87, -7.88, 1.67], [-2.49, -7.36, 0.09], [-3.08, -5.38, 2.36], [-4.12, -5.91, 1.14], [-3.29, -3.17, 1.61], [-4.32, -3.62, 0.28], [-2.77, -2.81, -0.01]], "total_energy_ha": -4382.82751, "multiplicity": 2, "fmax_ev_per_a": 3.725, "total_charge": 1, "orbital_gap_ev": [7.399, 2.334], "homo_energy_ev": [-9.5, -9.5]}

***

Entry 2:
{"formula": "C5H4N2S", "method": "ωB97M-V/def2-TZVPD", "elements": ["C", "C", "C", "C", "C", "N", "N", "S", "H", "H", "H", "H"], "positions_angstrom": [[0.24, 1.01, -0.26], [-1.06, 1.40, 0.24], [0.51, -0.35, -0.20], [-1.80, 0.44, 0.75], [-0.82, -2.14, 1.11], [-1.92, -2.01, 1.77], [-0.39, -1.14, 0.35], [-2.72, -0.60, 1.70], [0.96, 1.65, -0.79], [-1.52, 2.44, 0.26], [1.52, -0.91, -0.34], [-0.27, -3.00, 1.26]], "total_energy_ha": -700.41028, "relative_energy_ev": 1.384, "multiplicity": 3, "fmax_ev_per_a": 5.646, "total_charge": 0, "orbital_gap_ev": [7.593, 6.103], "homo_energy_ev": [-6.8, -8.4]}

***

Entry 3:
{"formula": "C3H8NS2", "method": "ωB97M-V/def2-TZVPD", "elements": ["C", "C", "C", "N", "S", "S", "H", "H", "H", "H", "H", "H", "H", "H"], "positions_angstrom": [[1.58, -1.01, 0.05], [1.06, 0.17, -0.19], [-1.26, -0.21, 0.56], [-0.42, 0.32, -0.58], [1.65, 1.88, -0.12], [-2.85, -0.75, -0.10], [2.52, -1.28, 0.49], [0.85, -1.78, -0.11], [-1.08, 0.46, 1.39], [-0.68, -1.15, 0.81], [-0.38, 1.29, -0.99], [-0.69, -0.20, -1.42], [2.90, 1.76, 0.23], [-3.21, 0.52, 0.00]], "total_energy_ha": -969.90460, "relative_energy_ev": 1.842, "fmax_ev_per_a": 2.837, "total_charge": 1, "orbital_gap_ev": 10.242, "homo_energy_ev": -13.7}

***

Entry 4:
{"formula": "C21H28F3N8O", "method": "ωB97M-V/def2-TZVPD", "elements": ["N", "C", "N", "C", "N", "C", "C", "O", "C", "F", "F", "F", "N", "H", "H", "H", "H", "H", "H", "H", "H", "N", "C", "C", "C", "C", "H", "H", "H", "H", "H", "N", "C", "C", "C", "C", "H", "H", "H", "H", "H", "N", "C", "C", "C", "C", "H", "H", "H", "H", "H", "N", "C", "C", "C", "C", "H", "H", "H", "H", "H"], "positions_angstrom": [[0.88, 0.64, -1.07], [-0.23, -0.05, -1.39], [-0.46, -1.07, -2.35], [-1.86, -1.42, -2.28], [-2.38, -0.55, -1.26], [-3.83, -0.59, -0.90], [-4.56, 0.82, -0.91], [-4.26, 1.65, 0.24], [-4.39, 1.66, -2.25], [-5.00, 2.92, -2.01], [-3.07, 1.94, -2.61], [-5.11, 1.06, -3.31], [-1.46, 0.27, -0.70], [1.03, 0.90, -0.10], [1.59, 0.93, -1.76], [-2.44, -2.18, -2.91], [-4.42, -1.35, -1.52], [-3.88, -0.98, 0.19], [-5.69, 0.60, -0.81], [-3.65, 1.16, 0.84], [-1.62, 0.96, 0.05], [-0.02, -2.85, 1.06], [0.55, -2.14, 2.09], [1.10, -3.04, 2.97], [0.86, -4.34, 2.45], [0.17, -4.19, 1.27], [-0.50, -2.44, 0.28], [0.51, -1.06, 2.11], [1.61, -2.79, 3.89], [1.16, -5.28, 2.89], [-0.20, -4.92, 0.57], [2.56, 3.45, -0.31], [3.34, 3.45, -1.44], [4.41, 4.28, -1.22], [4.28, 4.80, 0.10], [3.13, 4.26, 0.63], [1.71, 2.93, -0.19], [3.07, 2.86, -2.30], [5.20, 4.50, -1.92], [4.94, 5.48, 0.59], [2.67, 4.39, 1.60], [-6.38, -1.53, 3.73], [-5.83, -2.44, 4.59], [-4.60, -2.81, 4.09], [-4.40, -2.08, 2.89], [-5.52, -1.30, 2.69], [-7.28, -1.10, 3.84], [-6.36, -2.75, 5.48], [-3.92, -3.51, 4.54], [-3.54, -2.13, 2.24], [-5.77, -0.61, 1.91], [6.02, 1.40, -2.26], [6.79, 0.82, -1.29], [7.57, -0.14, -1.88], [7.27, -0.15, -3.26], [6.31, 0.82, -3.47], [5.35, 2.13, -2.12], [6.71, 1.14, -0.26], [8.28, -0.78, -1.37], [7.70, -0.78, -4.02], [5.81, 1.14, -4.37]], "total_energy_ha": -1629.52585, "fmax_ev_per_a": 6.713, "total_charge": 1, "orbital_gap_ev": 5.330, "homo_energy_ev": -9.8}